Computed, not measured: C3H9N3 in the gas phase at a distorted geometry, with ωB97M-V with the def2-TZVPD basis set.

- F_max: 0.0502 Eh/bohr
- SMILES: C/C(N)=N\CN
- Charge: 0

```
15
Properties=species:S:1:pos:R:3:mulliken_charge:R:1
C -1.158 0.985 -0.109 -0.469
C 0.552 -1.233 -0.567 -1.159
C 0.914 0.105 0.025 0.714
N 2.271 0.308 0.149 -0.434
N -2.017 -0.047 0.449 -0.547
N 0.168 1.033 0.497 -0.657
H 2.870 -0.496 0.226 0.224
H 2.541 1.081 0.737 0.256
H -2.999 0.167 0.316 0.208
H -1.876 -0.151 1.449 0.219
H -1.187 0.929 -1.206 0.357
H -1.451 2.013 0.198 0.315
H -0.337 -1.627 -0.082 0.351
H 0.356 -1.108 -1.632 0.249
H 1.352 -1.959 -0.448 0.372
```



Computed, not measured: 2 unconnected molecules or ions with the total composition C4H7NO2, with ωB97M-V with the def2-TZVPD basis set.

- F_max: 0.0157 Eh/bohr
- SMILES: CC(=O)CN=C=O.[H][H]
- Charge: 0

```
14
Properties=species:S:1:pos:R:3:mulliken_charge:R:1
C -1.782 -0.904 -0.023 -1.252
C -0.336 -0.544 0.191 0.948
C 0.027 0.907 0.513 -0.722
N 1.444 1.099 0.568 -0.488
C 2.315 0.244 0.643 0.794
O 3.282 -0.406 0.735 -0.454
O 0.537 -1.381 0.146 -0.543
H -2.335 -0.776 0.914 0.319
H -1.827 -1.952 -0.325 0.338
H -2.255 -0.275 -0.784 0.312
H 0.547 0.408 -2.215 0.069
H -0.425 1.176 1.477 0.363
H -0.412 1.584 -0.231 0.368
H 1.126 0.712 -1.861 -0.053
```



Computed, not measured: a molecular structure, C21H50Cl2LaOP2 at a distorted geometry, with ωB97M-V with the def2-TZVPD basis set.

- F_max: 0.0657 Eh/bohr
- Charge: -1

```
77
Properties=species:S:1:pos:R:3:mulliken_charge:R:1
La 0.815 0.263 -0.822 1.054
Cl -1.604 -0.530 -1.679 -0.773
P -0.560 2.736 -1.957 0.248
C -2.198 3.550 -1.835 0.495
C 0.674 4.105 -1.690 0.654
C -0.496 2.071 -3.728 0.816
C -2.747 3.371 -0.415 -1.399
H -2.817 2.949 -2.523 0.437
C -2.271 5.020 -2.271 -1.466
H -1.657 5.671 -1.638 0.227
H -3.313 5.342 -2.158 0.479
H -1.997 5.168 -3.321 0.237
H -2.726 2.318 -0.108 0.289
H -3.784 3.728 -0.409 0.476
H -2.180 3.956 0.321 0.221
H -1.379 1.405 -3.715 0.404
C 0.736 1.181 -4.011 -1.445
C -0.737 3.162 -4.775 -1.639
H -1.774 3.515 -4.762 0.280
H -0.557 2.741 -5.775 0.516
H -0.058 4.015 -4.638 0.256
H 1.678 1.543 -3.546 0.107
H 0.909 1.145 -5.095 0.474
H 0.563 0.138 -3.676 0.212
C 0.577 4.635 -0.254 -1.546
H 0.368 4.878 -2.406 0.486
C 2.106 3.671 -1.998 -1.748
H -0.348 5.189 -0.053 0.275
H 1.412 5.329 -0.084 0.449
H 0.663 3.822 0.485 0.242
H 2.485 2.940 -1.262 0.244
H 2.748 4.557 -1.922 0.482
H 2.236 3.268 -3.007 0.366
Cl 2.395 1.119 1.160 -0.721
H -0.563 0.779 0.870 -0.243
P -0.988 -2.597 2.863 0.064
C -1.532 -3.925 1.772 0.377
C 0.698 -2.796 3.534 0.569
C -2.331 -1.715 3.693 0.570
C -0.973 -3.640 0.365 -0.818
H -2.630 -3.797 1.733 0.383
C -1.232 -5.341 2.296 -1.581
H -0.154 -5.552 2.319 0.234
H -1.705 -6.061 1.620 0.505
H -1.653 -5.502 3.300 0.328
H -1.460 -2.756 -0.071 0.124
H -1.185 -4.507 -0.274 0.398
H 0.109 -3.452 0.352 -0.046
H -3.097 -1.671 2.894 0.294
C -1.908 -0.271 4.007 -1.461
C -2.900 -2.479 4.894 -1.520
H -3.443 -3.377 4.570 0.335
H -3.609 -1.844 5.436 0.459
H -2.112 -2.786 5.591 0.264
H -1.282 0.140 3.204 0.230
H -1.374 -0.204 4.963 0.289
H -2.807 0.347 4.073 0.456
C 1.718 -3.124 2.419 -1.384
H 0.575 -3.664 4.209 0.408
C 1.178 -1.579 4.354 -1.476
H 1.466 -4.039 1.866 0.240
H 2.693 -3.298 2.898 0.550
H 1.827 -2.282 1.702 0.143
H 1.343 -0.696 3.708 0.230
H 2.135 -1.850 4.821 0.490
H 0.488 -1.319 5.162 0.324
C 2.974 -2.822 -2.950 -1.363
C 3.040 -2.255 -1.542 0.888
C 4.193 -1.286 -1.321 -1.330
O 1.832 -1.618 -1.181 -0.479
H 2.765 -2.045 -3.701 0.190
H 2.201 -3.593 -3.027 0.303
H 3.934 -3.288 -3.191 0.402
H 3.182 -3.113 -0.870 0.098
H 4.124 -0.444 -2.028 0.186
H 4.150 -0.862 -0.308 0.307
H 5.155 -1.787 -1.460 0.375
```



Computed, not measured: C3H5Cl2NSSi in the gas phase at a distorted geometry, with ωB97M-V with the def2-TZVPD basis set.

- F_max: 0.0748 Eh/bohr
- SMILES: Cl[SiH](Cl)C1=NCCS1
- Charge: 0

```
13
Properties=species:S:1:pos:R:3:mulliken_charge:R:1
C 0.303 0.243 0.283 0.238
C -0.394 -1.510 -0.982 -0.428
C -1.731 -0.663 -0.823 -0.547
N 0.616 -0.925 -0.134 -0.466
Si 1.695 1.689 1.383 0.654
S -1.150 0.922 -0.374 -0.170
Cl 0.505 3.131 2.210 -0.192
Cl 2.869 0.922 2.766 -0.187
H -0.569 -2.633 -0.861 0.291
H -0.040 -1.338 -2.076 0.224
H -2.341 -0.768 -1.672 0.401
H -2.407 -1.049 -0.034 0.271
H 2.643 1.978 0.316 -0.088
```



no.,electronic energy (eV),E_LUMO (Eh),Kohn-Sham gap (eV)
1,-7726.783,0.040,9.848
2,-9845.567,0.027,10.949
3,-69121.350,0.090,5.557
4,-48441.055,0.022,9.292